Record 1
Entry from the Open Molecules 2025 dataset: an isolated molecule of C14H16O2Si in a non-equilibrium geometry (ωB97M-V/def2-TZVPD).

Cartesian coordinates (Å):
1 O -1.48164 -0.59115 1.49143
2 O -1.88583 0.43308 -1.05762
3 C 1.62096 -3.73418 -1.24405
4 C 1.72523 3.72424 0.87797
5 C 1.73040 -3.30179 0.06970
6 C 0.93800 -3.01779 -2.13282
7 C 0.96995 3.15143 1.89807
8 C 1.80093 3.09567 -0.32699
9 C 1.11624 -2.10861 0.49827
10 C 0.40595 -1.77708 -1.76923
11 C 0.20434 2.06724 1.60249
12 C 1.13078 1.91959 -0.59829
13 C 0.43170 -1.37819 -0.45381
14 C 0.31655 1.46098 0.35293
15 C -2.34195 -1.62919 1.19202
16 C -2.57347 1.61998 -0.79946
17 Si -0.71279 -0.02647 0.10257
18 H 1.96853 -4.67083 -1.54586
19 H 2.30086 4.60877 1.21136
20 H 2.26496 -3.78542 0.79288
21 H 0.91101 -3.22350 -3.16517
22 H 0.89017 3.65913 2.86547
23 H 2.53906 3.39413 -1.03727
24 H 1.26132 -1.70239 1.48158
25 H -0.19834 -1.22081 -2.45314
26 H -0.39186 1.67817 2.35807
27 H 1.10560 1.39818 -1.55430
28 H -1.87239 -2.58572 1.46016
29 H -3.20923 -1.45110 1.78190
30 H -2.66095 -1.61295 0.18067
31 H -2.88724 1.42068 0.18991
32 H -1.98009 2.51812 -0.84097
33 H -3.43675 1.66778 -1.42849

Computed properties:
Frontier orbital gap = 10.12 eV
E_tot = -26751.057 eV
Spin multiplicity = 1
SMILES string = CO[Si](OC)(c1ccccc1)c1ccccc1
E_HOMO = -9.242 eV
Max |F| = 3.86 eV/Å
LUMO level = 0.87 eV

Atom charges from the natural (NBO) analysis, given in e for atoms 1 to 5: -0.888 -0.901 -0.201 -0.213 -0.198


Record 2
Entry from the Open Molecules 2025 dataset: a cluster of 2 separate species, C12H21Si in total in a non-equilibrium geometry (ωB97M-V/def2-TZVPD).

Cartesian coordinates (Å):
1 C 2.69463 -2.37866 2.00583
2 Si 1.11176 -3.15132 2.71579
3 C 0.22121 -3.68249 1.12193
4 C 0.12303 -1.58504 3.17783
5 H 0.76933 0.18435 -0.99362
6 H 3.59581 -2.93091 2.32298
7 H 2.61996 -2.44030 0.91322
8 H 2.76882 -1.32850 2.31834
9 H -0.04882 -4.75513 1.13327
10 H -0.69115 -3.08176 1.01184
11 H 0.89839 -3.49784 0.27867
12 H -0.39524 -1.70539 4.14731
13 H 0.81216 -0.73038 3.22359
14 H -0.62703 -1.43582 2.39194
15 C 1.57449 1.49933 -2.26432
16 C 0.64931 1.24444 -1.06035
17 C 1.19133 1.93003 0.18282
18 C -0.83418 1.43657 -1.25345
19 C -1.69503 1.69323 -0.16936
20 C -3.06719 1.82878 -0.40284
21 C -3.59748 1.68480 -1.69472
22 C -2.72801 1.32645 -2.74241
23 C -1.35815 1.21434 -2.52873
24 H 1.35213 0.71644 -2.99934
25 H 1.51744 2.48534 -2.74750
26 H 2.60106 1.33399 -1.91143
27 H 0.67705 1.66595 1.10749
28 H 2.24715 1.71815 0.33788
29 H 1.09989 3.00922 0.06715
30 H -1.30641 1.76305 0.85599
31 H -3.70398 2.09409 0.44176
32 H -4.67573 1.76550 -1.87364
33 H -3.10352 1.18623 -3.75633
34 H -0.69305 0.92327 -3.35758

Computed properties:
Frontier orbital gap = 3.27 eV
E_tot = -20652.909 eV
Spin multiplicity = 1
E_HOMO = -11.040 eV
Max |F| = 6.15 eV/Å
Net charge = +1
LUMO level = -7.77 eV

Atom charges from the natural (NBO) analysis, given in e for atoms 1 to 5: -1.109 1.817 -1.105 -1.099 0.184


Record 3
Entry from the Open Molecules 2025 dataset: a structure of composition C49H73F3N2O2RbSb (ωB97M-V/def2-TZVPD).

Cartesian coordinates (Å):
1 Rb 0.99785 0.06705 0.04776
2 C 1.49010 -0.35508 3.94196
3 N 0.35426 -0.08414 3.08863
4 C 0.04459 1.33531 3.06368
5 C -0.79957 -0.89582 3.43420
6 C -1.82817 -1.00802 2.31230
7 N -1.28007 -1.56121 1.09040
8 C -2.15120 -1.40275 -0.09423
9 C -3.06086 -0.19614 -0.11547
10 C -4.43631 -0.39549 -0.08434
11 C -5.34879 0.65303 -0.12193
12 C -4.80900 1.94209 -0.20567
13 C -3.45088 2.21076 -0.24126
14 C -2.51231 1.12018 -0.18439
15 O -1.24646 1.30847 -0.17442
16 C -2.91273 3.64112 -0.34716
17 C -2.01682 3.96977 0.85915
18 C -4.03454 4.68019 -0.39026
19 C -2.08613 3.79580 -1.63426
20 C -6.86363 0.46089 -0.10269
21 C -7.47860 0.99436 -1.40555
22 C -7.25471 -1.01059 0.03597
23 C -7.48031 1.22328 1.07906
24 C -0.88998 -2.96033 1.29818
25 C -0.47627 -3.77247 0.09683
26 C -1.25715 -4.83427 -0.30557
27 C -0.88060 -5.69748 -1.33896
28 C 0.34773 -5.43228 -1.93037
29 C 1.18835 -4.37744 -1.57442
30 C 0.78568 -3.48022 -0.53068
31 O 1.45402 -2.46617 -0.13674
32 C 2.52147 -4.27810 -2.33819
33 C 3.36935 -5.52525 -2.03731
34 C 3.38210 -3.05636 -1.99905
35 C 2.25498 -4.21871 -3.85229
36 C -1.79197 -6.85186 -1.75049
37 C -1.21348 -7.66060 -2.91221
38 C -2.00225 -7.80643 -0.56601
39 C -3.16020 -6.30882 -2.18671
40 H 1.29446 -0.10553 5.00300
41 H 1.75728 -1.41136 3.87818
42 H 2.34890 0.23037 3.60869
43 H -0.24688 1.70868 4.06351
44 H 0.91739 1.89798 2.72270
45 H -0.76204 1.53883 2.35964
46 H -0.43819 -1.88715 3.71204
47 H -1.31213 -0.48971 4.32806
48 H -2.67380 -1.61468 2.69714
49 H -2.23458 -0.02125 2.09475
50 H -1.48719 -1.39823 -0.96689
51 H -2.79331 -2.29076 -0.20015
52 H -4.78608 -1.42185 -0.02832
53 H -5.49867 2.77855 -0.24739
54 H -2.57552 3.84732 1.79280
55 H -1.15163 3.31088 0.87309
56 H -1.66724 5.00666 0.79994
57 H -4.64042 4.66598 0.52060
58 H -3.59130 5.67559 -0.48325
59 H -4.69842 4.52756 -1.24601
60 H -1.26190 3.08493 -1.64304
61 H -2.71677 3.62076 -2.51208
62 H -1.68052 4.81132 -1.69925
63 H -7.06268 0.46349 -2.26464
64 H -8.56730 0.86600 -1.40839
65 H -7.25951 2.05610 -1.53456
66 H -6.89585 -1.60282 -0.80860
67 H -6.84622 -1.44700 0.95011
68 H -8.34492 -1.09915 0.07263
69 H -7.26170 2.29096 1.02159
70 H -8.56921 1.09931 1.09511
71 H -7.07398 0.85250 2.02279
72 H -0.04758 -2.96393 1.99522
73 H -1.73035 -3.49481 1.78546
74 H -2.19996 -4.99283 0.21515
75 H 0.68512 -6.08901 -2.72372
76 H 3.58636 -5.58134 -0.96824
77 H 2.85151 -6.44438 -2.32258
78 H 4.32020 -5.48300 -2.58054
79 H 3.65359 -3.02295 -0.94640
80 H 4.29257 -3.10420 -2.61050
81 H 2.86403 -2.12428 -2.21992
82 H 1.72305 -5.09870 -4.21818
83 H 1.65242 -3.34022 -4.09361
84 H 3.20190 -4.14646 -4.39860
85 H -0.25757 -8.11748 -2.64579
86 H -1.90714 -8.46225 -3.18383
87 H -1.05516 -7.03463 -3.79313
88 H -1.04566 -8.21992 -0.23791
89 H -2.44561 -7.28287 0.28305
90 H -2.66585 -8.63381 -0.84273
91 H -3.04879 -5.64160 -3.04420
92 H -3.83406 -7.12719 -2.46518
93 H -3.63176 -5.73765 -1.38547
94 C 6.93722 -0.46362 2.52035
95 C 6.60400 -0.28990 1.03760
96 Sb 4.72619 0.84074 0.77079
97 C 5.73099 2.75152 0.84741
98 C 5.55876 3.43246 2.20633
99 C 4.76664 0.55347 -1.36668
100 C 5.94046 1.21375 -2.08505
101 H 7.81824 -1.09209 2.69365
102 H 6.10345 -0.91699 3.06305
103 H 7.13431 0.50152 2.99703
104 H 6.45889 -1.26488 0.56164
105 H 7.42679 0.20590 0.51449
106 H 5.28467 3.36554 0.06542
107 H 6.78401 2.58520 0.60731
108 H 4.49741 3.57821 2.42759
109 H 6.03883 4.41559 2.23746
110 H 5.98545 2.83486 3.01713
111 H 3.81661 0.93806 -1.73747
112 H 4.77042 -0.52823 -1.52289
113 H 5.88514 2.30193 -2.01644
114 H 5.95529 0.95092 -3.14794
115 H 6.90092 0.90921 -1.66069
116 F 1.94205 10.02916 2.00910
117 C 2.10470 9.61061 0.73870
118 F 3.20959 10.24047 0.26973
119 F 1.07225 10.12856 0.03255
120 C 2.19912 8.12555 0.61948
121 C 2.05840 7.29737 1.72399
122 C 2.14780 5.92222 1.57823
123 C 2.37495 5.33248 0.32759
124 C 2.51561 6.19229 -0.77553
125 C 2.42735 7.56277 -0.63345
126 C 2.47550 3.91691 0.17884
127 C 2.55909 2.69390 0.05037
128 H 1.87487 7.72643 2.69992
129 H 2.03851 5.27443 2.43816
130 H 2.69213 5.75158 -1.74760
131 H 2.53446 8.20507 -1.49983

Computed properties:
Frontier orbital gap = 5.63 eV
E_tot = -74419.615 eV
Spin multiplicity = 1
E_HOMO = -1.912 eV
Max |F| = 0.60 eV/Å
Relative energy (zero: lowest compared OMol25 entry of this formula, charge and spin) = 0.0 kJ/mol
Net charge = -2
LUMO level = 3.72 eV

Atom charges from the Mulliken analysis, given in e for atoms 1 to 5: 1.011 -1.068 1.410 -1.047 -1.817


Record 4
Entry from the Open Molecules 2025 dataset: a cluster of 2 separate species, C6H15N2 in total in a non-equilibrium geometry (ωB97M-V/def2-TZVPD).

Cartesian coordinates (Å):
1 C 2.55487 0.00726 0.31711
2 C -2.06841 -0.24370 1.21616
3 C -0.87546 1.60461 0.09505
4 C -1.96083 -0.33472 -1.30333
5 C 0.68468 -1.43816 0.39347
6 C -1.54645 0.31815 -0.02758
7 N 3.51740 0.43663 -0.47679
8 N 1.65268 -0.72190 -0.27551
9 H 2.60436 0.16877 1.36688
10 H -2.91717 0.32400 1.40693
11 H -2.39893 -1.21301 1.08325
12 H -1.58228 -0.02811 2.05646
13 H -1.63924 2.39500 0.02459
14 H -0.46546 1.60580 1.12886
15 H -0.11241 1.87269 -0.55815
16 H -2.66726 -1.12664 -1.11227
17 H -1.18522 -0.81639 -1.81225
18 H -2.17518 0.40907 -2.09658
19 H 0.01170 -2.13553 -0.10684
20 H 0.90494 -1.59173 1.46722
21 H 4.33608 0.83055 -0.06711
22 H 3.46347 0.42381 -1.48139
23 H 1.86414 -0.74647 -1.23817

Computed properties:
Frontier orbital gap (alpha / beta) = 8.20 / 5.73 eV
E_tot = -9435.069 eV
Spin multiplicity = 1
E_HOMO (alpha / beta) = -11.508 / -10.068 eV
Max |F| = 4.33 eV/Å
Relative energy (zero: lowest compared OMol25 entry of this formula, charge and spin) = 473.0 kJ/mol
Net charge = +1
LUMO level (alpha / beta) = -3.31 / -4.34 eV

Atom charges from the natural (NBO) analysis, given in e for atoms 1 to 5: 0.318 -0.680 -0.695 -0.696 -0.261


Record 5
Entry from the Open Molecules 2025 dataset: an isolated molecule of C2H4N4 (ωB97M-V/def2-TZVPD).

Cartesian coordinates (Å):
1 N -1.03099 0.96768 -1.46099
2 C -0.23820 0.27157 -0.45966
3 N -1.41840 0.48919 -0.01912
4 N 0.23280 -0.80967 1.73002
5 C 1.16051 -0.75542 0.85425
6 N 0.96394 -0.16277 -0.39417
7 H -1.45726 0.45744 -2.22700
8 H -0.92828 1.96882 -1.58910
9 H 0.54547 -1.27243 2.57771
10 H 2.17040 -1.15441 0.98805

Computed properties:
Frontier orbital gap = 9.41 eV
E_tot = -8095.979 eV
Spin multiplicity = 1
E_HOMO = -8.911 eV
Max |F| = 0.53 eV/Å
Relative energy (zero: lowest compared OMol25 entry of this formula, charge and spin) = 321.7 kJ/mol
LUMO level = 0.50 eV

Atom charges from the natural (NBO) analysis, given in e for atoms 1 to 5: -0.525 0.531 -0.254 -0.702 0.262


Record 6
Entry from the Open Molecules 2025 dataset: a structure of composition C6H10O in a non-equilibrium geometry (ωB97M-V/def2-TZVPD).

Cartesian coordinates (Å):
1 C -2.07233 -0.18712 0.33043
2 C -0.63235 -0.13687 0.79003
3 O -0.04455 -1.45614 1.02805
4 C 1.06172 -1.10553 0.23009
5 C 0.53302 -0.61787 -1.36752
6 C 0.50313 0.22869 -0.19153
7 C 1.18209 1.56613 -0.19965
8 H -2.45182 0.83142 0.17653
9 H -2.17012 -0.74327 -0.60838
10 H -2.70005 -0.67531 1.08570
11 H -0.53742 0.45627 1.71060
12 H 2.07600 -1.26687 0.62944
13 H 1.51281 -1.40852 -1.25665
14 H -0.27370 -1.30215 -1.61088
15 H 0.54428 2.31490 -0.68525
16 H 1.39338 1.90862 0.81963
17 H 2.12436 1.52565 -0.75750

Computed properties:
Frontier orbital gap = 9.31 eV
E_tot = -8427.225 eV
Spin multiplicity = 1
E_HOMO = -8.306 eV
Max |F| = 4.58 eV/Å
Relative energy (zero: lowest compared OMol25 entry of this formula, charge and spin) = 387.4 kJ/mol
LUMO level = 1.00 eV

Atom charges from the natural (NBO) analysis, given in e for atoms 1 to 5: -0.636 0.116 -0.516 0.093 -0.478


What is the spin multiplicity in the sixth record?
1


E_tot of number 1 (C14H16O2Si)?
-26751.057 eV


What is the spin multiplicity in the first record?
1


Which of these has the highest E_tot?
C2H4N4